Record 1
13 unconnected molecules or ions with the total composition C44H58N11O5P at a distorted geometry, computed with wB97M-V/def2-TZVPD.

The geometry in XYZ format:
```
119
C44H58N11O5P | the OMol25 dataset | wB97M-V/def2-TZVPD
O -5.4992 -61.6205 -2.9508
H -5.0414 -62.3760 -3.0795
H -4.7407 -60.9931 -2.9734
H -5.6306 -61.3070 -1.9363
P -3.2504 -60.8520 -1.1394
O -2.4815 -62.0764 -1.4245
O -4.7146 -61.2767 -0.6395
O -3.6199 -60.0567 -2.3898
O -2.6018 -60.0062 -0.0976
N -3.1684 -59.7007 2.4612
C -2.7435 -58.6984 3.2379
C -3.1106 -58.9488 4.4980
C -4.1611 -60.1258 4.4786
C -3.9418 -60.6062 3.2170
H -2.9892 -59.6482 1.3428
H -2.1337 -58.0290 2.7076
H -2.8566 -58.4450 5.3392
H -4.6377 -60.4599 5.3213
H -4.3426 -61.5157 2.5919
N -0.0418 -62.9685 -1.9732
C 0.8092 -63.2287 -0.8957
C 1.8450 -64.0999 -1.4313
C 1.3383 -64.2444 -2.9941
C 0.1630 -63.6124 -3.1026
H -0.9798 -62.3763 -1.7278
H 0.6752 -63.0766 0.1555
H 2.6901 -64.4987 -1.0804
H 1.7387 -64.9063 -3.6252
H -0.5561 -63.6897 -3.7957
N -0.2633 -59.9140 0.7146
C 0.7300 -59.6280 -0.2296
C 1.8486 -60.0407 0.4902
C 1.3660 -60.5661 1.7943
C 0.0659 -60.3298 1.9217
H -1.1719 -59.9808 0.4697
H 0.3034 -59.3340 -1.2158
H 2.8723 -60.1209 0.1082
H 2.0204 -61.1272 2.4342
H -0.5842 -60.5857 2.8766
N -2.0193 -63.9360 0.2579
C -1.6886 -65.2046 -0.1247
C -1.5318 -65.7612 1.0264
C -1.7961 -64.8188 2.1819
C -2.1749 -63.6359 1.6066
H -2.2954 -63.0972 -0.3979
H -1.6601 -65.3231 -1.2226
H -1.5426 -66.8384 1.2547
H -1.7599 -64.8137 3.2962
H -2.3701 -62.5672 1.9914
N -1.6260 -59.0382 -3.5409
C -0.3328 -59.6076 -3.5389
C 0.5026 -58.7643 -4.1296
C -0.3126 -57.4276 -4.4621
C -1.6181 -57.7884 -4.0686
H -2.4514 -59.3097 -2.9441
H -0.0866 -60.4000 -2.8465
H 1.5853 -59.0553 -4.0611
H -0.0228 -56.5371 -4.8734
H -2.5387 -57.2975 -4.3162
N -7.0138 -63.8739 -1.5320
C -8.1069 -63.2994 -2.1641
C -8.3874 -64.0508 -3.1099
C -7.4903 -65.3612 -3.1627
C -6.7020 -65.1743 -2.0223
H -6.5623 -63.3423 -0.7686
H -8.6551 -62.2929 -1.8428
H -9.4232 -63.8396 -3.7423
H -7.5240 -66.2129 -3.8408
H -6.1816 -65.9178 -1.4897
N -5.8596 -62.9622 0.9004
C -5.4053 -64.1785 1.1641
C -6.2435 -64.8329 2.0215
C -7.1727 -63.7111 2.4589
C -6.9333 -62.5597 1.7891
H -5.4148 -62.2239 0.2205
H -4.4794 -64.7581 0.6631
H -6.1441 -65.6842 2.4702
H -7.9102 -63.8822 3.2451
H -7.2883 -61.4929 1.8752
N -4.8335 -58.5606 -3.8693
C -5.6920 -57.6069 -3.3993
C -6.2159 -57.0209 -4.5361
C -5.5987 -57.7776 -5.7201
C -4.6705 -58.6570 -5.1800
H -4.4522 -59.1892 -3.2865
H -5.6313 -57.3740 -2.3861
H -6.9184 -56.2613 -4.6117
H -5.8029 -57.6741 -6.7849
H -4.0694 -59.4759 -5.8274
N -3.1922 -63.0215 -3.5743
C -3.0190 -62.3684 -4.7676
C -3.4974 -63.1550 -5.7520
C -4.2380 -64.2996 -5.0854
C -3.9019 -64.1753 -3.7340
H -2.5974 -62.7469 -2.7360
H -2.4244 -61.5065 -4.7387
H -3.3221 -63.0262 -6.6769
H -4.6759 -65.1830 -5.5242
H -4.1474 -64.7525 -2.7829
N -6.4593 -59.6419 -0.1563
C -6.5221 -59.0300 1.0666
C -7.6083 -58.1475 0.8745
C -8.1235 -58.2919 -0.4643
C -7.4258 -59.1838 -1.0895
H -5.8497 -60.4951 -0.4961
H -5.8936 -59.3373 1.7882
H -7.9281 -57.5093 1.6845
H -8.9250 -57.7706 -0.9159
H -7.4664 -59.6804 -2.1254
N -2.7761 -57.5433 0.0131
C -3.7587 -56.6364 0.4472
C -3.0911 -55.4012 0.4846
C -1.7755 -55.5083 -0.3070
C -1.7279 -56.8733 -0.5710
H -2.7588 -58.6702 -0.0706
H -4.8102 -56.9912 0.7212
H -3.4590 -54.4805 0.9659
H -1.0572 -54.8173 -0.5036
H -0.9694 -57.4744 -1.1332
```

The calculation puts the HOMO-LUMO gap at 7.70 eV. The total energy is -82476.416 eV. For the LUMO energy, the calculation gives 4.37 eV. Its net charge is -2.

Record 2
A molecular structure, C25H19BrN2O6SYb at a distorted geometry, computed with wB97M-V/def2-TZVPD.

The geometry in XYZ format:
```
55
C25H19BrN2O6SYb | the OMol25 dataset | wB97M-V/def2-TZVPD
Yb 0.6565 0.0826 -0.3934
C -3.7936 -4.5217 3.9050
C -3.2809 -3.9292 2.6176
C -1.9671 -4.1368 2.2310
C -1.5201 -3.5933 0.9999
C -2.4332 -2.8933 0.2005
C -3.8029 -2.7435 0.6457
C -4.1653 -3.1360 1.8903
S -2.0114 -1.6121 -1.0978
O -3.0315 -1.7409 -2.1186
O -0.5909 -1.7915 -1.4867
N -1.8446 -0.2658 -0.3153
C -2.6059 0.5025 0.6055
C -1.5384 1.2889 1.5259
O -1.7929 1.6646 2.6545
O -0.3728 1.4075 0.9660
H -4.7532 -5.0693 3.7929
H -4.0090 -3.7142 4.6828
H -3.0380 -5.2096 4.3259
H -1.2915 -4.6880 2.8957
H -0.4951 -3.6380 0.6922
H -4.5277 -2.3334 -0.0724
H -5.1946 -3.0143 2.2745
H -3.2109 -0.1733 1.2972
H -3.2022 1.2993 0.0638
Br 3.4759 3.3923 0.8457
C 3.4753 1.6689 1.6802
C 4.5219 1.5268 2.5936
C 4.6294 0.2739 3.2712
C 3.6832 -0.7105 3.0273
C 2.7886 -0.5364 1.9829
N 2.7030 0.6485 1.3046
C 1.8910 -1.7023 1.5919
O 1.4290 -2.4211 2.4591
O 1.6324 -1.7795 0.3310
H 5.1776 2.3850 2.8211
H 5.4227 0.0613 4.0276
H 3.6947 -1.6594 3.5539
C -0.7468 3.9135 -4.7929
C -1.3095 3.0493 -3.8009
C -0.5214 2.2961 -2.9560
C 0.8852 2.4501 -3.0606
C 1.6951 1.6467 -2.2779
C 3.0660 1.8450 -2.3182
C 3.6270 2.7583 -3.2282
C 2.8118 3.4849 -4.0498
C 1.3829 3.4400 -3.9581
C 0.5963 4.1274 -4.8606
H -1.3987 4.2126 -5.5632
H -2.3460 2.9173 -3.7235
H -1.0174 1.5116 -2.3252
H 3.7052 1.3084 -1.6219
H 4.6769 2.9246 -3.3407
H 3.1977 4.0982 -4.8208
H 0.9884 4.8274 -5.5743
```

The calculation puts the HOMO-LUMO gap at 7.30 eV. The multiplicity is 2. The total energy is -153909.818 eV. For the LUMO energy, the calculation gives 2.13 eV. Its net charge is -1.

Record 3
A molecular structure, C43H59BN10NaOS3Te at a distorted geometry, computed with wB97M-V/def2-TZVPD.

The geometry in XYZ format:
```
119
C43H59BN10NaOS3Te | the OMol25 dataset | wB97M-V/def2-TZVPD
Na -0.2186 0.9919 -1.0451
C -1.3455 4.6466 4.9455
C -0.9123 4.1728 3.5549
C 0.3745 3.3704 3.7328
C -0.6119 5.3675 2.6450
N -2.0708 3.4528 2.9536
C -3.2925 4.1113 2.9059
C -4.1464 3.3299 2.2276
N -3.4767 2.1977 1.8323
B -4.1809 1.2006 0.8886
N -3.7357 -0.2664 1.1553
C -4.0864 -0.8079 2.3670
C -3.6252 -2.0652 2.4198
N -2.9526 -2.3166 1.2287
C -3.0445 -1.1806 0.4388
S -2.4754 -0.9495 -1.1361
C -2.5969 -3.7240 0.8826
C -1.5124 -3.8946 -0.1817
C -3.8758 -4.4195 0.4181
C -2.0541 -4.3974 2.1453
N -4.1366 1.5939 -0.6022
C -5.0838 1.0323 -1.4230
C -4.8818 1.4830 -2.6707
N -3.7996 2.3502 -2.6290
C -3.3433 2.4109 -1.3349
S -2.1100 3.3962 -0.7010
C -3.4349 3.1123 -3.8631
C -2.0197 3.6860 -3.8864
C -4.4435 4.2540 -3.9972
C -3.5521 2.1465 -5.0487
C -2.1862 2.2662 2.2570
S -1.0030 1.1112 1.9437
H -0.5043 5.1398 5.4330
H -1.6474 3.7929 5.5536
H -2.1741 5.3551 4.9095
H 1.0846 4.0403 4.2277
H 0.7980 3.0365 2.7953
H 0.2266 2.4899 4.3524
H 0.2304 5.9346 3.0448
H -1.4694 6.0362 2.5564
H -0.3543 5.0120 1.6478
H -3.4444 5.0781 3.3446
H -5.1753 3.4895 1.9629
H -5.3588 1.2436 1.1975
H -4.6156 -0.2308 3.1031
H -3.6909 -2.7808 3.2149
H -1.8450 -3.6108 -1.1693
H -1.2390 -4.9550 -0.1810
H -0.6257 -3.3049 0.0458
H -4.2776 -3.9019 -0.4535
H -4.6356 -4.4210 1.2034
H -3.6579 -5.4511 0.1389
H -1.0905 -3.9704 2.4116
H -1.9130 -5.4585 1.9359
H -2.7178 -4.3185 3.0049
H -5.8003 0.3258 -1.0465
H -5.3953 1.2433 -3.5798
H -1.8795 4.4651 -3.1485
H -1.8733 4.1014 -4.8877
H -1.2706 2.9147 -3.7215
H -4.3502 4.9323 -3.1478
H -5.4674 3.8743 -4.0311
H -4.2492 4.8124 -4.9140
H -2.9963 1.2317 -4.8503
H -3.1243 2.6150 -5.9335
H -4.5845 1.8871 -5.2857
N -0.1971 0.7529 -3.2355
C -0.1104 0.2029 -4.2593
N 0.0911 -0.4178 -5.3699
C -0.7139 -0.3807 -6.3915
N -1.3474 -0.3960 -7.3669
C 1.9568 3.5445 -0.1114
C 2.5424 2.1606 -0.4136
O 3.6599 2.1116 -0.9568
N 1.7402 1.1772 -0.0394
Te 2.1755 -0.8471 -0.6112
C 3.3050 -2.6223 -1.4734
C 3.3052 -3.8816 -0.8736
C 2.6158 -4.1495 0.4392
C 3.9701 -4.9418 -1.4941
C 4.6210 -4.7823 -2.7057
C 5.3441 -5.9284 -3.3619
C 4.5864 -3.5292 -3.3052
C 3.9362 -2.4513 -2.7124
C 3.9060 -1.1345 -3.4451
C 3.3202 -1.0478 1.1820
C 2.7120 -1.3301 2.4015
C 1.2472 -1.6051 2.5782
C 3.4913 -1.3770 3.5623
C 4.8495 -1.1400 3.5432
C 5.6761 -1.1936 4.8001
C 5.4380 -0.8409 2.3191
C 4.7026 -0.7817 1.1427
C 5.4155 -0.3857 -0.1186
H 2.6860 4.1182 0.4633
H 1.0114 3.4880 0.4240
H 1.7929 4.0579 -1.0603
H 1.7106 -3.5490 0.5418
H 3.2614 -3.9004 1.2846
H 2.3390 -5.2029 0.5168
H 3.9642 -5.9189 -1.0177
H 5.1357 -6.8680 -2.8490
H 6.4262 -5.7757 -3.3493
H 5.0441 -6.0400 -4.4055
H 5.0719 -3.3864 -4.2666
H 4.6630 -1.1186 -4.2313
H 4.0702 -0.2860 -2.7788
H 2.9331 -0.9778 -3.9185
H 0.7005 -1.6484 1.6374
H 0.7793 -0.8231 3.1751
H 1.1197 -2.5542 3.1059
H 3.0005 -1.6013 4.5053
H 5.0444 -1.3254 5.6795
H 6.2515 -0.2754 4.9329
H 6.3883 -2.0220 4.7720
H 6.5020 -0.6292 2.2774
H 6.4707 -0.2054 0.0911
H 4.9708 0.5199 -0.5422
H 5.3455 -1.1718 -0.8681
```

The calculation puts the HOMO-LUMO gap (alpha / beta) at 5.36 / 6.07 eV. The multiplicity is 2. The total energy is -107395.205 eV. For the LUMO energy (alpha / beta), the calculation gives 3.64 / 3.63 eV. Its net charge is -2.

Record 4
C3H8N2O2S in the gas phase at a distorted geometry, computed with wB97M-V/def2-TZVPD.

The geometry in XYZ format:
```
16
C3H8N2O2S | the OMol25 dataset | wB97M-V/def2-TZVPD
C 2.2753 -1.4491 0.3753
O 0.8091 -1.1065 0.2762
N 0.7912 0.2807 0.0454
C -0.5344 0.6269 0.1523
C -1.6783 -0.2706 -0.1528
O -1.7632 -1.3506 0.6796
N -0.8812 1.9901 0.2482
S -1.8234 2.3854 -1.2764
H 2.4612 -2.5263 0.3886
H 2.8646 -0.8540 -0.3453
H 2.9054 -1.0973 1.4497
H -1.3396 -0.8200 -1.0945
H -2.6273 0.1976 -0.3510
H -0.9241 -1.5998 0.9596
H -0.0179 2.4830 0.6279
H -0.5174 3.1106 -1.9829
```

The calculation puts the HOMO-LUMO gap at 8.88 eV. The total energy is -21145.398 eV. For the LUMO energy, the calculation gives -0.01 eV.

Record 5
A molecular structure, C3H5NO3 at a distorted geometry, computed with wB97M-V/def2-TZVPD.

The geometry in XYZ format:
```
12
C3H5NO3 | the OMol25 dataset | wB97M-V/def2-TZVPD
C 0.6853 0.6432 0.1862
C 1.7080 -0.0979 -0.6365
C -0.6557 0.1621 0.3325
N 3.4262 -0.2082 0.1199
O 3.4893 0.5728 0.9930
O 4.2042 -0.9082 -0.4175
O 1.2460 1.1123 -1.0685
H 1.2499 1.1309 1.0163
H 1.3800 -0.8953 -1.2918
H -0.4397 -0.8790 0.6915
H -1.2045 0.0740 -0.6093
H -1.2198 0.7498 1.1340
```

The calculation puts the HOMO-LUMO gap at 10.58 eV. The total energy is -10818.981 eV. For the LUMO energy, the calculation gives 0.77 eV.

Record 6
A molecular structure, C51H54FILuN4O2P2Si2 at a distorted geometry, computed with wB97M-V/def2-TZVPD.

The geometry in XYZ format:
```
118
C51H54FILuN4O2P2Si2 | the OMol25 dataset | wB97M-V/def2-TZVPD
Lu -0.1502 0.7562 -0.7904
C -3.5777 1.4509 2.8201
C -3.2057 2.6510 2.0263
N -3.9683 3.7346 2.2439
C -3.8272 4.8319 1.5971
C -2.7291 5.0089 0.7463
C -2.6051 6.3162 0.0745
O -2.9007 6.1872 -1.3461
C -1.8129 3.9146 0.5337
C -0.6864 4.1404 -0.3196
N 0.1519 3.1930 -0.6034
C 1.2293 3.2847 -1.4640
C 1.7285 4.4833 -1.9670
C 2.8014 4.4130 -2.8406
C 3.3642 3.2556 -3.1667
C 2.7759 2.0585 -2.7103
C 1.6197 1.9757 -1.8919
I 2.6944 -1.6520 -2.2431
C -2.1091 2.6673 1.1448
O -1.4764 1.5654 0.8344
H -4.6677 1.4680 2.9690
H -3.0158 1.4392 3.7677
H -3.3148 0.4666 2.3975
H -4.5011 5.6636 1.8717
H -1.5922 6.6692 0.1744
H -3.2627 7.0599 0.5337
H -3.3904 5.3448 -1.4899
H -0.5958 5.1167 -0.8143
H 1.3911 5.5057 -1.8052
H 3.2114 5.2625 -3.2811
H 4.3076 3.1682 -3.6949
H 3.3023 1.2444 -3.1294
C -3.9566 -0.4480 -0.6632
Si -2.9434 -1.6637 -1.6451
C -3.5132 -3.3946 -1.1092
C -3.4448 -1.5769 -3.4638
N -1.2685 -1.3590 -1.3383
P -0.1878 -2.3891 -0.7881
C 1.3125 -1.5238 -0.5786
P 2.0460 -0.9021 0.9126
N 1.2643 0.4136 1.2903
Si 1.5571 1.4651 2.6258
C 3.0750 1.1264 3.5909
C 0.0450 1.5203 3.8470
C 1.9101 3.1999 1.9919
C 3.8665 -0.5705 0.7564
C 4.1903 0.6704 0.1438
C 5.5071 1.1689 0.1904
C 6.5306 0.2807 0.6522
C 6.1755 -0.9212 1.2690
C 4.8290 -1.3919 1.2845
C 2.0852 -2.2732 2.1331
C 2.6460 -3.5111 1.7552
C 2.6258 -4.6017 2.6592
C 2.2169 -4.4497 3.9632
C 1.7218 -3.1590 4.3644
C 1.5927 -2.1566 3.4794
C -0.0686 -3.7456 -1.9356
C -0.6557 -3.7051 -3.2062
C -0.4269 -4.6414 -4.1618
C 0.5311 -5.6227 -3.8953
C 1.1278 -5.7136 -2.6319
C 0.7928 -4.7996 -1.6398
C -0.6856 -3.0156 0.8658
C -1.4754 -2.1724 1.6643
C -1.8464 -2.5372 2.9499
C -1.4684 -3.7257 3.4345
C -0.7527 -4.6057 2.6690
C -0.4109 -4.3207 1.3620
H -3.6056 0.5028 -0.8033
H -3.9120 -0.7783 0.3672
H -5.0251 -0.5308 -0.9276
H -2.8216 -4.2142 -1.0737
H -4.3528 -3.7264 -1.7473
H -3.8492 -3.1298 -0.1503
H -3.0359 -2.3969 -4.0344
H -3.0934 -0.6236 -3.9090
H -4.5646 -1.5508 -3.4339
H 3.1475 0.1851 4.0939
H 3.2545 1.7919 4.3941
H 4.0020 1.1409 2.9007
H 0.0730 2.4284 4.4161
H 0.0266 0.8083 4.5813
H -0.9767 1.5361 3.3477
H 2.8446 3.2454 1.3450
H 2.0058 3.8599 2.8801
H 1.0661 3.5181 1.3744
H 3.4104 1.3608 -0.2309
H 5.7963 2.0932 -0.2942
H 7.5741 0.5707 0.6277
H 6.9902 -1.5757 1.5682
H 4.5562 -2.3278 1.7182
H 2.9790 -3.6782 0.7585
H 3.1141 -5.4935 2.3452
H 2.3087 -5.1733 4.7420
H 1.4012 -3.0414 5.4397
H 1.1613 -1.1397 3.7643
H -1.4043 -3.0033 -3.4265
H -0.8711 -4.6849 -5.1004
H 0.6965 -6.3630 -4.6397
H 1.8155 -6.5395 -2.4261
H 1.2851 -4.7981 -0.6793
H -1.7346 -1.1943 1.2140
H -2.4598 -1.8583 3.5204
H -1.7191 -4.0264 4.4314
H -0.6142 -5.5610 3.1402
H 0.0497 -5.0835 0.7862
F -3.5874 2.7009 -5.9488
C -2.8685 2.2895 -4.8775
C -1.7397 1.5860 -5.0502
C -0.9985 1.2121 -3.9000
C -1.4061 1.5368 -2.6000
C -2.5583 2.2848 -2.5162
C -3.3110 2.6332 -3.6286
H -1.3628 1.2705 -6.0527
H -0.1173 0.6363 -4.0688
H -2.9554 2.6098 -1.5793
H -4.3459 3.0980 -3.6332
```

The calculation puts the HOMO-LUMO gap at 7.03 eV. The total energy is -142596.291 eV. For the LUMO energy, the calculation gives 1.98 eV. Its net charge is -1.

Record 7
2 unconnected molecules or ions with the total composition C8H13N5O8P at a distorted geometry, computed with wB97M-V/def2-TZVPD.

The geometry in XYZ format:
```
35
C8H13N5O8P | the OMol25 dataset | wB97M-V/def2-TZVPD
C 4.2475 0.5620 1.5259
C 2.7213 0.0231 1.2649
O 2.2017 -0.8913 2.1086
N 1.7945 0.5228 0.1375
C 1.9137 -0.6005 -0.9137
C 2.6354 -0.3650 -2.4013
O 1.4837 -1.8658 -0.6883
C 0.4110 0.5003 0.7878
N -0.8710 -0.1951 0.3856
C -2.0026 0.0505 1.4018
N -3.2930 -0.4478 1.3901
C -3.6969 -1.3713 0.2260
O -4.0370 -0.6439 -1.0078
O -5.0979 0.1012 -0.8678
P -4.5400 -0.1582 2.6338
O -5.9836 0.1634 2.0549
N -1.4158 0.9654 2.4598
N -0.0805 1.1902 2.0593
H 5.0896 -0.1416 1.0954
H 4.4576 1.6573 1.1678
H 4.4045 0.5508 2.7091
H 1.9344 0.2219 -3.1455
H 3.6451 0.2048 -2.1863
H 2.8507 -1.4189 -2.9183
H -2.7912 -2.0926 -0.0385
H -4.5778 -2.0409 0.6469
H -4.8491 0.9401 -0.3532
H -4.1928 0.8448 3.6095
H -4.6864 -1.4177 3.3765
H -1.8874 1.3682 3.3135
H 0.5467 1.8097 2.6376
C 3.4184 0.5010 -5.6682
O 3.4679 0.6800 -6.8754
O 2.5950 -0.2153 -5.0873
O 4.1842 1.0084 -4.8407
```

The calculation puts the HOMO-LUMO gap at 1.89 eV. The total energy is -41609.647 eV. For the LUMO energy, the calculation gives 0.40 eV. Its net charge is -1.